No. 1
Entry from the Open Molecules 2025 dataset: the molecule C4H7N3O (wB97M-V/def2-TZVPD).

```
! RIJCOSX wB97M-V def2-TZVPD def2/J DEFGRID3
* xyz 0 1
C -0.885 -1.594 0.771
N -0.409 -0.250 0.523
N 1.926 0.460 0.300
C 0.872 0.805 1.168
C -0.265 0.340 -0.642
N -0.958 0.096 -1.771
C 0.813 1.260 -0.419
O 0.776 1.261 2.280
H 2.690 1.101 0.517
H -0.725 0.583 -2.618
H -1.832 -0.403 -1.743
H 1.048 2.176 -0.938
H -0.346 -2.346 0.185
H -0.749 -1.809 1.830
H -1.956 -1.679 0.555
*
```

Summary:
Energy relative to the best compared isomer or geometry (same formula, charge and spin) (eV): 3.373
Kohn-Sham gap (eV): 8.375
LUMO (eV): 0.61
Energy (Ha): -396.02446

No. 2
Entry from the Open Molecules 2025 dataset: C32H30AsBr2CoF3NO3 as an isolated structure (wB97M-V/def2-TZVPD).

```
! RIJCOSX wB97M-V def2-TZVPD def2/J DEFGRID3
* xyz 0 5
Co -0.702 0.518 -1.231
C -1.059 -3.028 -0.708
C -2.366 -2.342 -0.925
C -3.586 -3.037 -0.795
C -4.775 -2.376 -0.920
C -4.768 -0.999 -1.207
C -5.929 -0.178 -1.353
Br -7.635 -0.920 -1.102
C -5.847 1.165 -1.676
C -4.615 1.755 -1.887
Br -4.502 3.561 -2.345
C -3.400 1.010 -1.758
O -2.277 1.497 -1.989
C -3.514 -0.397 -1.365
N -2.353 -1.050 -1.216
H -1.207 -4.053 -0.376
H -0.473 -2.480 0.029
H -0.475 -3.024 -1.629
H -3.566 -4.095 -0.573
H -5.715 -2.898 -0.798
H -6.746 1.757 -1.771
C -0.114 0.702 7.113
C -0.247 0.947 5.632
C -1.487 0.900 5.007
C -1.623 1.127 3.642
C -2.977 1.057 2.984
C -0.485 1.425 2.894
C 0.771 1.489 3.497
C 1.994 1.826 2.686
C 0.871 1.240 4.860
C -0.606 1.691 1.413
O -0.396 2.814 0.970
O -0.925 0.652 0.717
H -1.010 0.231 7.515
H 0.045 1.639 7.652
H 0.737 0.053 7.325
H -2.369 0.677 5.599
H -3.766 0.963 3.730
H -3.028 0.201 2.308
H -3.164 1.955 2.392
H 2.026 1.251 1.758
H 2.903 1.625 3.253
H 1.982 2.882 2.409
H 1.847 1.275 5.334
F 7.068 -4.599 -3.066
C 6.241 -4.905 -2.046
F 6.990 -4.945 -0.933
F 5.814 -6.164 -2.277
C 5.100 -3.940 -1.943
C 4.246 -3.806 -3.032
C 3.180 -2.931 -2.968
C 2.950 -2.174 -1.812
C 3.820 -2.317 -0.729
C 4.889 -3.195 -0.793
C 1.831 -1.286 -1.741
C 0.861 -0.550 -1.691
H 4.424 -4.390 -3.926
H 2.513 -2.816 -3.811
H 3.646 -1.732 0.164
H 5.560 -3.302 0.048
C 1.479 4.301 -1.227
As 0.702 2.729 -2.079
C 2.253 2.142 -3.118
C -0.242 3.637 -3.539
H 1.936 4.934 -1.987
H 2.226 3.992 -0.499
H 0.694 4.841 -0.703
H 2.700 2.983 -3.650
H 1.924 1.388 -3.832
H 2.993 1.686 -2.463
H 0.446 4.282 -4.086
H -1.059 4.234 -3.137
H -0.657 2.893 -4.219
*
```

Summary:
Energy relative to the best compared isomer or geometry (same formula, charge and spin) (eV): 0.673
Kohn-Sham gap (alpha / beta) (eV): 6.607 / 4.470
LUMO (alpha / beta) (eV): -1.21 / -3.46
Energy (Ha): -10584.04066

No. 3
Entry from the Open Molecules 2025 dataset: a 8-piece molecular cluster, C48H120N8O16 overall in a non-equilibrium geometry (wB97M-V/def2-TZVPD).

```
! RIJCOSX wB97M-V def2-TZVPD def2/J DEFGRID3
* xyz 0 1
C 4.665 -9.860 -28.534
O 4.699 -8.554 -27.978
C 5.091 -8.477 -26.593
C 4.248 -9.262 -25.595
N 3.044 -8.495 -25.194
C 2.355 -8.904 -23.991
C 1.009 -8.177 -23.974
O 0.326 -8.182 -25.257
C -1.033 -7.841 -25.216
H 4.257 -9.699 -29.533
H 4.051 -10.653 -28.106
H 5.688 -10.225 -28.619
H 5.213 -7.437 -26.287
H 6.072 -8.951 -26.604
H 4.875 -9.430 -24.720
H 4.069 -10.293 -25.901
H 2.310 -8.535 -25.887
H 2.877 -8.642 -23.071
H 2.115 -9.967 -23.956
H 1.072 -7.132 -23.673
H 0.342 -8.645 -23.250
H -1.650 -8.550 -24.664
H -1.399 -7.860 -26.243
H -1.127 -6.818 -24.852
C -7.950 2.054 -35.778
O -7.612 1.402 -36.993
C -8.001 0.006 -37.079
C -7.290 -0.947 -36.139
N -5.821 -0.915 -36.287
C -5.138 -1.535 -35.128
C -3.655 -1.507 -35.114
O -3.142 -2.323 -34.138
C -1.910 -1.963 -33.536
H -7.264 1.802 -34.970
H -8.975 1.830 -35.480
H -7.841 3.119 -35.983
H -7.815 -0.301 -38.108
H -9.079 -0.031 -36.925
H -7.854 -1.878 -36.096
H -7.382 -0.500 -35.149
H -5.486 -0.001 -36.556
H -5.400 -2.587 -35.014
H -5.590 -1.190 -34.199
H -3.376 -0.466 -34.951
H -3.268 -1.760 -36.101
H -1.675 -2.698 -32.767
H -1.975 -0.962 -33.109
H -1.164 -2.027 -34.328
C 2.279 -4.374 -25.581
O 2.701 -4.419 -26.936
C 3.770 -5.306 -27.163
C 4.153 -5.147 -28.616
N 3.760 -6.248 -29.481
C 3.923 -5.909 -30.889
C 3.707 -7.099 -31.797
O 4.766 -7.942 -31.731
C 4.641 -9.018 -32.631
H 1.936 -5.363 -25.276
H 1.514 -3.601 -25.505
H 3.058 -3.966 -24.937
H 3.313 -6.288 -27.041
H 4.611 -5.098 -26.502
H 5.221 -4.930 -28.641
H 3.779 -4.218 -29.048
H 4.173 -7.124 -29.195
H 4.955 -5.589 -31.031
H 3.162 -5.134 -30.984
H 3.555 -6.743 -32.816
H 2.820 -7.641 -31.470
H 4.778 -8.629 -33.640
H 3.692 -9.552 -32.580
H 5.475 -9.684 -32.408
C 0.706 -10.955 -26.991
O 0.607 -10.694 -28.408
C 0.120 -9.374 -28.726
C 1.372 -8.498 -28.914
N 1.019 -7.148 -29.372
C 0.358 -6.464 -28.207
C 0.063 -4.974 -28.503
O -0.943 -4.751 -29.483
C -0.749 -5.259 -30.792
H 1.508 -10.351 -26.568
H 0.957 -11.993 -26.770
H -0.179 -10.741 -26.392
H -0.485 -9.004 -27.898
H -0.416 -9.456 -29.671
H 1.959 -8.961 -29.707
H 2.028 -8.529 -28.044
H 1.878 -6.676 -29.615
H 0.938 -6.574 -27.291
H -0.599 -6.962 -28.047
H 0.981 -4.471 -28.805
H -0.258 -4.388 -27.642
H -0.872 -6.334 -30.924
H 0.185 -4.941 -31.254
H -1.451 -4.795 -31.485
C 3.267 -16.231 -32.863
O 2.582 -15.279 -32.089
C 2.150 -14.146 -32.886
C 2.077 -12.961 -31.886
N 1.636 -11.800 -32.610
C 1.298 -10.754 -31.678
C 0.350 -9.696 -32.357
O -0.846 -10.380 -32.643
C -1.688 -9.616 -33.550
H 3.280 -17.203 -32.369
H 4.247 -15.840 -33.137
H 2.697 -16.409 -33.775
H 1.124 -14.189 -33.250
H 2.824 -13.895 -33.705
H 2.985 -12.662 -31.361
H 1.378 -13.297 -31.120
H 0.891 -11.890 -33.286
H 2.195 -10.369 -31.192
H 0.768 -11.274 -30.881
H 0.768 -9.266 -33.268
H 0.142 -8.890 -31.654
H -1.296 -9.679 -34.565
H -1.704 -8.558 -33.287
H -2.656 -10.115 -33.584
C 6.101 -3.283 -37.361
O 5.199 -3.212 -36.291
C 4.863 -1.819 -35.925
C 3.826 -1.783 -34.768
N 2.818 -2.789 -35.039
C 1.910 -3.164 -33.927
C 1.203 -4.481 -34.355
O 2.236 -5.496 -34.401
C 1.665 -6.742 -34.779
H 6.304 -4.348 -37.474
H 7.007 -2.697 -37.206
H 5.724 -2.862 -38.292
H 4.413 -1.359 -36.805
H 5.747 -1.229 -35.684
H 3.387 -0.785 -34.769
H 4.387 -1.908 -33.841
H 3.308 -3.567 -35.457
H 1.193 -2.344 -33.896
H 2.369 -3.368 -32.960
H 0.611 -4.485 -35.271
H 0.493 -4.742 -33.570
H 0.831 -6.983 -34.119
H 2.399 -7.544 -34.845
H 1.245 -6.606 -35.775
C -2.735 -12.161 -28.846
O -3.089 -12.772 -27.633
C -2.354 -14.048 -27.549
C -2.790 -14.888 -26.264
N -2.165 -16.202 -26.359
C -2.123 -16.937 -25.084
C -1.374 -18.281 -25.025
O -1.651 -18.959 -23.743
C -0.624 -19.867 -23.272
H -3.238 -11.203 -28.711
H -3.144 -12.645 -29.733
H -1.676 -11.984 -29.031
H -1.281 -13.855 -27.539
H -2.629 -14.664 -28.405
H -3.873 -15.007 -26.284
H -2.495 -14.309 -25.389
H -1.283 -16.062 -26.830
H -3.127 -17.077 -24.683
H -1.680 -16.327 -24.296
H -0.296 -18.124 -25.076
H -1.724 -18.858 -25.880
H -1.018 -20.231 -22.323
H 0.356 -19.449 -23.044
H -0.485 -20.708 -23.951
C -5.647 -10.330 -32.174
O -5.035 -9.094 -31.747
C -4.272 -9.142 -30.528
C -3.578 -7.816 -30.164
N -4.515 -6.938 -29.454
C -3.855 -5.636 -29.193
C -4.826 -4.586 -28.604
O -5.951 -4.283 -29.402
C -5.633 -3.227 -30.318
H -6.225 -10.268 -33.096
H -6.261 -10.757 -31.382
H -4.865 -11.067 -32.354
H -3.493 -9.897 -30.638
H -4.868 -9.534 -29.704
H -3.233 -7.306 -31.064
H -2.663 -7.986 -29.596
H -5.401 -6.734 -29.894
H -3.395 -5.204 -30.082
H -3.039 -5.755 -28.479
H -4.312 -3.711 -28.204
H -5.359 -5.014 -27.755
H -6.488 -2.907 -30.912
H -4.895 -3.467 -31.083
H -5.312 -2.318 -29.810
*
```

Summary:
Energy relative to the best compared isomer or geometry (same formula, charge and spin) (eV): 3.707
Kohn-Sham gap (eV): 8.687
LUMO (eV): 0.59
Energy (Ha): -3542.23158
SMILES: COCCNCCOC.COCCNCCOC.COCCNCCOC.COCCNCCOC.COCCNCCOC.COCCNCCOC.COCCNCCOC.COCCNCCOC